No. 1
The following is a DFT calculation (ωB97M-V/def2-TZVPD) of an isolated ion of composition C6H8F3O5P and charge -2.

Structure (XYZ):
```
23
C6H8F3O5P | the OMol25 dataset | ωB97M-V/def2-TZVPD
C 1.972 1.525 0.706
C 2.055 0.810 -0.586
C 1.360 -0.620 -0.633
F 1.981 -1.314 -1.684
O -0.109 -0.634 -1.014
P -1.122 0.385 -0.015
O -1.011 1.818 -0.414
O -0.770 0.028 1.443
C -2.623 -0.528 -0.562
C -4.009 -0.189 0.054
O -4.910 -0.927 -0.394
O -4.135 0.711 0.873
C 1.408 -1.405 0.591
F 2.598 -1.399 1.230
F 1.101 -2.721 0.295
H 1.000 1.832 0.891
H 2.306 0.988 1.520
H 2.530 2.472 0.665
H 3.036 0.578 -0.823
H 1.618 1.360 -1.397
H -2.212 -1.552 -0.282
H -2.811 -0.282 -1.685
H 0.748 -0.935 1.221
```

Values from the calculation:
- DFT total energy (hartree) = -1250.6968
- charge = -2
- molar mass (g mol⁻¹) = 248.09
- HOMO (eV) = -0.953
- relative energy (zero: lowest compared OMol25 entry of this formula, charge and spin) (kJ/mol) = 0.0
- SMILES = CC[C@](F)(O[P@](=O)([O-])CC(=O)[O-])C(F)F
- HOMO-LUMO gap (eV) = 6.688

=====

No. 2
The following is a DFT calculation (ωB97M-V/def2-TZVPD) of C34H49Cl2N2O2P3V as an isolated structure.

Structure (XYZ):
```
93
C34H49Cl2N2O2P3V | the OMol25 dataset | ωB97M-V/def2-TZVPD
P 2.485 1.419 -1.234
C 3.198 3.067 -1.652
C 4.356 3.624 -1.076
H 4.843 3.165 -0.227
C 4.905 4.799 -1.598
H 5.795 5.230 -1.134
C 4.326 5.448 -2.694
H 4.774 6.354 -3.109
C 3.156 4.912 -3.241
H 2.660 5.426 -4.069
C 2.603 3.733 -2.738
H 1.707 3.335 -3.202
C 3.529 1.060 0.247
C 3.072 1.609 1.454
H 2.105 2.103 1.495
C 3.850 1.544 2.611
H 3.459 1.961 3.540
C 5.113 0.946 2.588
H 5.734 0.922 3.488
C 5.561 0.374 1.396
H 6.529 -0.132 1.378
C 4.785 0.423 0.233
H 5.172 -0.043 -0.666
C 3.477 0.446 -2.466
C 4.590 0.909 -3.185
H 4.881 1.962 -3.176
C 5.366 0.039 -3.958
H 6.214 0.422 -4.527
C 5.062 -1.323 -4.024
H 5.700 -2.016 -4.596
C 3.926 -1.785 -3.352
H 3.647 -2.833 -3.423
C 3.133 -0.908 -2.598
H 2.230 -1.301 -2.132
V -2.453 0.542 0.444
C -2.153 -0.895 1.797
C -0.921 -1.438 1.889
H -3.039 -1.304 2.328
C 0.192 -0.869 1.040
O 0.821 -1.982 0.354
H 1.526 -1.595 -0.255
C -0.202 0.258 -0.019
H 0.978 -0.472 1.739
C 0.443 1.359 -0.647
Cl -4.783 -0.013 0.541
Cl -2.834 2.465 -0.693
P -2.575 1.952 2.446
C -4.277 2.599 2.539
H -5.014 1.799 2.708
H -4.538 3.130 1.612
H -4.271 3.304 3.386
C -2.231 1.296 4.088
H -1.212 0.880 4.071
H -2.964 0.513 4.334
H -2.291 2.135 4.795
C -1.539 3.410 2.289
H -1.801 3.946 1.375
H -0.491 3.107 2.238
H -1.693 4.051 3.160
P -0.692 -2.845 3.002
C -2.201 -3.092 3.975
C 0.683 -2.423 4.080
H -3.042 -3.321 3.298
H -2.437 -2.190 4.569
H -2.042 -3.949 4.653
H 1.467 -1.950 3.468
H 1.079 -3.336 4.549
H 0.347 -1.729 4.869
C -0.315 -4.272 2.002
H -1.235 -4.688 1.576
H 0.183 -5.028 2.616
H 0.356 -3.935 1.205
H 0.416 2.018 -1.611
C -2.385 -3.436 -1.125
N -3.614 -2.941 -1.708
C -4.832 -3.484 -1.162
C -3.629 -1.638 -2.184
O -2.686 -0.861 -2.024
N -4.837 -1.233 -2.760
C -5.622 -2.088 -3.643
C -5.055 0.197 -2.959
H -2.429 -4.521 -1.098
H -2.248 -3.099 -0.096
H -1.507 -3.156 -1.718
H -5.590 -2.680 -1.135
H -5.200 -4.317 -1.769
H -4.658 -3.857 -0.156
H -6.694 -2.024 -3.379
H -5.550 -1.784 -4.708
H -5.311 -3.126 -3.562
H -4.648 0.735 -2.081
H -4.566 0.579 -3.882
H -6.131 0.403 -3.014
```

Values from the calculation:
- DFT total energy (hartree) = -4472.8050
- charge = +2
- molar mass (g mol⁻¹) = 732.55
- HOMO (alpha / beta) (eV) = -12.840 / -12.849
- relative energy (zero: lowest compared OMol25 entry of this formula, charge and spin) (kJ/mol) = 112.3
- multiplicity = 2
- HOMO-LUMO gap (alpha / beta) (eV) = 5.813 / 6.321

=====

No. 3
The following is a DFT calculation (ωB97M-V/def2-TZVPD) of a 4-piece molecular cluster, C37H68FN2O4P3S4 overall.

Structure (XYZ):
```
119
C37H68FN2O4P3S4 | the OMol25 dataset | ωB97M-V/def2-TZVPD
C 7.984 -4.109 -1.726
C 6.875 -2.950 -1.567
P 5.200 -3.614 -0.883
C 5.124 -5.393 -1.519
C 3.915 -2.499 -1.694
C 4.346 -1.010 -1.953
C 3.398 0.062 -2.571
C 3.895 1.583 -2.784
P 4.637 2.287 -1.174
O 4.043 1.438 -0.018
O 6.336 2.219 -1.130
O 4.054 3.871 -0.937
C 1.971 -0.384 -2.963
C 1.487 -1.867 -2.755
C 2.469 -2.892 -2.100
S 1.849 -4.602 -1.822
N 0.141 -2.351 -3.148
C 0.171 -2.475 -4.652
C -0.286 -3.970 -5.129
C 0.982 -4.918 -5.442
S 0.677 -6.718 -4.968
C -0.936 -1.436 -2.722
C -2.200 -2.106 -2.084
F -2.264 -3.522 -1.973
C -3.365 -1.200 -1.565
P -4.838 -2.118 -0.774
N -5.346 -3.292 -1.772
C -3.246 0.337 -1.698
O -4.330 1.122 -1.166
C -2.010 1.048 -2.370
S -1.896 2.906 -2.518
C -0.870 0.131 -2.876
S 0.684 0.756 -3.704
H 8.001 -4.769 -0.793
H 9.011 -3.724 -2.049
H 7.622 -4.793 -2.586
H 7.237 -2.019 -1.016
H 6.624 -2.608 -2.647
H 5.192 -5.514 -2.652
H 4.195 -5.937 -1.096
H 6.023 -5.946 -1.044
H 5.400 -0.650 -1.673
H 2.958 2.215 -2.985
H 4.590 1.679 -3.685
H 6.654 2.413 -0.209
H 4.745 4.550 -1.100
H 0.454 -4.558 -1.803
H -0.532 -1.755 -5.193
H 1.233 -2.334 -5.042
H -0.845 -3.820 -6.130
H -0.954 -4.442 -4.321
H 1.242 -4.930 -6.557
H 1.869 -4.590 -4.780
H -0.632 -6.764 -4.507
H -5.879 -1.187 -0.455
H -4.386 -2.818 0.416
H -4.791 -3.281 -2.642
H -4.217 1.179 -0.183
H -0.943 3.371 -1.590
C -8.402 -5.245 3.990
C -8.698 -5.974 2.686
C -7.537 -5.920 1.693
C -7.158 -4.514 1.215
C -8.291 -3.728 0.553
C -8.808 -4.385 -0.719
H -8.220 -4.180 3.826
H -9.251 -5.333 4.674
H -7.525 -5.673 4.483
H -9.609 -5.568 2.236
H -8.912 -7.024 2.914
H -7.783 -6.545 0.829
H -6.653 -6.378 2.152
H -6.325 -4.602 0.507
H -6.772 -3.933 2.059
H -7.920 -2.727 0.303
H -9.118 -3.580 1.254
H -8.005 -4.492 -1.453
H -9.597 -3.774 -1.166
H -9.229 -5.374 -0.520
C -1.998 6.850 3.475
C -2.017 7.668 2.190
C -2.662 6.927 1.018
C -1.944 5.643 0.590
C -0.475 5.824 0.195
C -0.292 6.730 -1.015
H -1.411 5.935 3.362
H -1.550 7.431 4.286
H -3.012 6.574 3.775
H -1.000 7.979 1.936
H -2.583 8.588 2.372
H -2.731 7.609 0.165
H -3.695 6.672 1.282
H -2.489 5.207 -0.256
H -2.002 4.905 1.395
H -0.055 4.839 -0.040
H 0.106 6.211 1.037
H -0.822 6.331 -1.884
H 0.769 6.807 -1.271
H -0.658 7.741 -0.822
C 5.352 2.464 6.513
C 5.995 2.937 5.215
C 5.632 4.380 4.859
C 4.141 4.629 4.608
C 3.519 3.772 3.504
C 4.135 4.022 2.135
H 4.262 2.474 6.450
H 5.661 1.438 6.735
H 5.656 3.098 7.350
H 5.723 2.260 4.401
H 7.083 2.869 5.320
H 6.206 4.680 3.977
H 5.960 5.041 5.670
H 4.005 5.688 4.356
H 3.582 4.469 5.535
H 2.448 3.997 3.451
H 3.595 2.709 3.753
H 4.021 5.071 1.843
H 3.641 3.406 1.382
H 5.200 3.773 2.119
```

Values from the calculation:
- DFT total energy (hartree) = -4577.4166
- molar mass (g mol⁻¹) = 845.15
- HOMO (eV) = -7.797
- relative energy (zero: lowest compared OMol25 entry of this formula, charge and spin) (kJ/mol) = 998.2
- SMILES = CCP(C)c1cc(CP(=O)(O)O)c2c(c1S)N(CCCS)c1c(F)c([PH2]=N)c(O)c(S)c1S2.CCCCCC.CCCCCC.CCCCCC
- HOMO-LUMO gap (eV) = 7.101

=====

No. 4
The following is a DFT calculation (ωB97M-V/def2-TZVPD) of an isolated ion of composition C4H9Cl3N and charge +1.

Structure (XYZ):
```
17
C4H9Cl3N | the OMol25 dataset | ωB97M-V/def2-TZVPD
C -1.861 0.958 -0.068
N -0.400 1.029 0.286
C 0.289 -0.192 -0.353
C -0.039 -1.591 0.083
C 1.818 -0.026 -0.062
Cl 2.286 1.659 -0.534
Cl 2.031 -0.198 1.720
Cl 2.869 -1.185 -0.913
H -2.396 0.197 0.670
H -2.248 1.861 0.273
H -1.870 0.783 -1.192
H -0.157 1.953 -0.106
H -0.302 1.026 1.263
H 0.253 -0.227 -1.469
H 0.574 -2.090 0.908
H -1.054 -1.640 0.269
H 0.206 -2.317 -0.775
```

Values from the calculation:
- DFT total energy (hartree) = -1592.8425
- charge = +1
- molar mass (g mol⁻¹) = 177.48
- HOMO (eV) = -14.990
- relative energy (zero: lowest compared OMol25 entry of this formula, charge and spin) (kJ/mol) = 0.2
- SMILES = C[NH2+][C@H](C)C(Cl)(Cl)Cl
- HOMO-LUMO gap (eV) = 11.569

=====

No. 5
The following is a DFT calculation (ωB97M-V/def2-TZVPD) of C57H44ClN4O7Sc as an isolated structure.

Structure (XYZ):
```
114
C57H44ClN4O7Sc | the OMol25 dataset | ωB97M-V/def2-TZVPD
Sc -0.201 -0.181 0.383
C 1.034 -10.137 1.577
O 1.812 -9.132 1.024
C 1.456 -7.784 1.070
C 0.482 -7.312 1.935
C 0.262 -5.961 1.981
C 0.889 -5.099 1.042
C 1.910 -5.589 0.255
C 2.180 -6.926 0.286
C 0.531 -3.648 0.938
C 1.512 -2.651 1.378
C 2.894 -2.973 1.616
C 3.548 -1.742 1.738
C 2.547 -0.748 1.582
N 1.288 -1.301 1.410
C 2.774 0.634 1.740
C 1.776 1.598 1.913
C 1.916 2.911 2.445
C 0.637 3.368 2.797
C -0.309 2.317 2.356
C -1.692 2.433 2.222
C -2.381 3.655 2.843
C -2.122 5.004 2.526
C -2.874 6.026 3.043
C -3.857 5.693 3.998
O -4.581 6.782 4.377
C -5.638 6.655 5.314
C -4.067 4.400 4.414
C -3.336 3.399 3.789
C -2.523 1.640 1.438
N -2.188 0.489 0.741
C -3.291 0.018 0.139
C -3.381 -1.181 -0.547
C -4.579 -1.463 -1.385
C -4.793 -0.689 -2.507
C -5.870 -0.907 -3.406
C -6.754 -1.965 -3.158
O -7.903 -2.281 -3.874
C -8.089 -1.722 -5.103
C -6.552 -2.769 -2.047
C -5.461 -2.536 -1.147
C -2.482 -2.216 -0.366
C -2.623 -3.619 -0.744
C -1.626 -4.317 -0.192
C -0.741 -3.380 0.471
N -1.305 -2.061 0.319
C -4.379 1.019 0.360
C -3.898 1.993 1.155
N 0.416 1.292 1.881
C 4.173 1.130 1.509
C 4.457 1.529 0.204
C 5.784 1.853 -0.134
C 6.826 1.631 0.784
O 8.119 1.961 0.584
C 8.482 2.596 -0.603
C 6.460 1.339 2.106
C 5.136 1.084 2.489
H 1.360 -11.042 1.052
H 1.126 -10.233 2.642
H -0.057 -9.980 1.365
H -0.005 -7.959 2.676
H -0.516 -5.537 2.676
H 2.379 -4.936 -0.425
H 2.952 -7.387 -0.363
H 3.364 -3.902 1.876
H 4.625 -1.548 1.826
H 2.834 3.488 2.762
H 0.355 4.346 3.237
H -1.386 5.235 1.788
H -2.782 7.047 2.824
H -6.099 7.642 5.532
H -6.470 5.998 5.012
H -5.290 6.282 6.298
H -4.785 4.154 5.191
H -3.512 2.352 3.992
H -4.098 0.109 -2.794
H -6.024 -0.277 -4.326
H -9.068 -1.968 -5.414
H -8.222 -0.613 -4.994
H -7.329 -1.979 -5.826
H -7.275 -3.513 -1.812
H -5.343 -3.167 -0.314
H -3.339 -3.955 -1.498
H -1.494 -5.386 -0.242
H -5.371 0.906 -0.053
H -4.455 2.719 1.673
H 3.668 1.520 -0.527
H 6.051 1.968 -1.173
H 9.545 2.824 -0.451
H 8.422 1.948 -1.481
H 7.979 3.504 -0.784
H 7.270 1.134 2.843
H 4.843 0.851 3.468
C 3.450 4.248 -2.751
C 3.518 3.030 -3.695
C 4.719 2.451 -4.055
C 4.784 1.434 -4.951
Cl 6.332 0.810 -5.393
C 3.657 0.824 -5.482
C 2.450 1.331 -5.121
C 2.352 2.410 -4.275
O 1.119 2.910 -4.011
C 0.680 2.524 -2.717
C 0.346 1.012 -2.555
O 0.160 0.328 -3.541
O 0.284 0.632 -1.371
H 4.362 4.856 -2.810
H 3.269 3.888 -1.725
H 2.623 4.949 -3.040
H 5.641 2.778 -3.574
H 3.801 0.018 -6.213
H 1.587 0.858 -5.513
H -0.194 3.079 -2.494
H 1.398 2.828 -1.934
```

Values from the calculation:
- DFT total energy (hartree) = -4165.1861
- molar mass (g mol⁻¹) = 977.41
- HOMO (alpha / beta) (eV) = -7.200 / -7.199
- HOMO-LUMO gap (alpha / beta) (eV) = 5.808 / 5.805

=====

No. 6
The following is a DFT calculation (ωB97M-V/def2-TZVPD) of C45H44BCl2IrN6O7 as an isolated structure.

Structure (XYZ):
```
106
C45H44BCl2IrN6O7 | the OMol25 dataset | ωB97M-V/def2-TZVPD
Ir 0.026 0.088 0.263
C -2.330 2.918 -5.819
O -2.782 3.689 -4.732
C -2.588 3.214 -3.472
C -3.119 4.009 -2.438
C -2.985 3.616 -1.136
C -2.372 2.400 -0.780
C -2.320 1.944 0.578
C -2.715 2.889 1.692
O -1.985 0.778 0.908
C -1.780 1.605 -1.823
O -1.134 0.517 -1.620
C -1.919 2.054 -3.159
H -2.643 3.460 -6.709
H -2.788 1.924 -5.818
H -1.240 2.817 -5.820
H -3.619 4.924 -2.706
H -3.384 4.252 -0.361
H -3.790 3.062 1.693
H -2.201 3.838 1.575
H -2.426 2.436 2.636
H -1.464 1.432 -3.912
C -3.643 -3.550 1.275
C -2.354 -4.155 0.713
C -2.648 -4.873 -0.615
C -1.763 -5.142 1.722
N -1.345 -3.100 0.597
N -1.571 -1.986 -0.223
H -4.314 -4.340 1.601
H -4.165 -2.958 0.527
H -3.409 -2.914 2.125
H -3.336 -5.697 -0.442
H -1.734 -5.275 -1.047
H -3.108 -4.198 -1.334
H -2.476 -5.926 1.963
H -1.495 -4.610 2.630
H -0.864 -5.605 1.319
H -0.427 -3.480 0.403
H -2.408 -1.501 0.084
H -1.628 -2.187 -1.223
Cl 0.354 3.352 5.578
C 0.579 1.617 5.606
C -0.531 0.934 6.194
C -0.744 -0.386 6.185
C 0.232 -1.371 5.671
C 2.001 -0.337 4.946
Cl 3.557 -0.742 4.203
C 1.693 1.141 4.969
N 2.365 2.022 4.169
C 3.679 2.107 3.738
C 4.739 1.801 4.590
C 6.040 1.849 4.134
C 6.296 2.224 2.825
C 5.250 2.605 2.003
C 3.937 2.595 2.448
C 2.837 3.132 1.580
C 1.810 2.074 1.152
O 0.678 2.080 1.672
O 2.143 1.253 0.272
H -1.275 1.584 6.632
H -1.648 -0.778 6.623
H -0.128 -2.393 5.776
H 1.746 2.722 3.772
H 4.517 1.516 5.607
H 6.852 1.594 4.798
H 7.309 2.236 2.451
H 5.455 2.923 0.993
H 3.271 3.542 0.668
H 2.301 3.926 2.110
N 4.659 -4.864 -2.701
C 5.156 -5.550 -3.777
C 6.056 -6.596 -3.901
C 6.318 -7.051 -5.178
C 5.714 -6.476 -6.299
C 4.815 -5.439 -6.187
C 4.519 -4.975 -4.907
N 3.664 -3.997 -4.504
C 3.760 -3.938 -3.194
C 3.006 -3.016 -2.388
C 3.242 -2.775 -1.024
C 2.492 -1.833 -0.357
N 1.503 -1.141 -0.933
C 1.266 -1.358 -2.234
C 1.977 -2.262 -2.986
H 4.900 -5.015 -1.737
H 6.533 -7.038 -3.039
H 7.012 -7.868 -5.316
H 5.964 -6.859 -7.278
H 4.349 -4.991 -7.051
H 4.035 -3.279 -0.491
H 2.705 -1.604 0.677
H 0.486 -0.753 -2.676
H 1.788 -2.394 -4.039
O 0.895 -2.193 2.253
B 0.245 -0.956 2.097
O 0.108 -0.358 3.312
C 0.819 -1.085 4.268
C 1.671 -1.144 6.228
C 2.402 -2.439 6.361
C 2.457 -3.394 5.424
C 1.929 -3.356 4.079
C 1.258 -2.324 3.548
H 1.714 -0.561 7.146
H 2.868 -2.614 7.319
H 2.993 -4.303 5.663
H 2.162 -4.189 3.435
```

Values from the calculation:
- DFT total energy (hartree) = -3645.9636
- molar mass (g mol⁻¹) = 1054.82
- HOMO (alpha / beta) (eV) = -6.897 / -6.897
- HOMO-LUMO gap (alpha / beta) (eV) = 6.188 / 6.200

=====

- Which formula does entry 4 have?
  C4H9Cl3N